# C45H62BF7N2O2Sb2Si3Y

C45H62BF7N2O2Sb2Si3Y as an isolated structure (ωB97M-V/def2-TZVPD, the OMol25 dataset).

Results
E_HOMO: -10.5 eV
Energy: -112202.415 eV
Total charge: +1

Atoms and positions in Å:
Y 0.187 -0.059 0.334
C 0.898 -4.079 1.198
C 1.469 -2.690 1.124
C 2.190 -2.290 -0.013
C 2.367 -3.216 -1.183
C 2.805 -1.025 -0.038
C 3.472 -0.543 -1.299
C 2.867 -0.258 1.141
C 3.700 0.994 1.119
C 2.209 -0.697 2.306
C 2.468 -0.025 3.629
C 1.404 -1.854 2.254
C 0.571 -2.264 3.442
H 1.682 -4.758 1.551
H 0.574 -4.447 0.229
H 0.068 -4.160 1.894
H 1.605 -3.039 -1.945
H 2.297 -4.257 -0.880
H 3.340 -3.071 -1.646
H 4.521 -0.854 -1.329
H 3.455 0.542 -1.374
H 2.982 -0.950 -2.180
H 4.742 0.756 0.890
H 3.666 1.531 2.059
H 3.348 1.679 0.347
H 1.813 0.827 3.813
H 3.495 0.330 3.676
H 2.345 -0.728 4.449
H 1.003 -3.118 3.969
H -0.430 -2.554 3.120
H 0.452 -1.451 4.151
O 0.268 -0.851 -1.758
N 0.230 -0.058 -2.772
N 0.395 1.145 -2.450
O 0.609 1.488 -1.193
C 0.355 2.176 -3.451
C -0.353 1.972 -4.625
C -0.366 2.986 -5.568
C 0.308 4.177 -5.331
C 0.998 4.363 -4.142
C 1.025 3.358 -3.187
H -0.890 1.049 -4.788
H -0.918 2.848 -6.488
H 0.287 4.964 -6.073
H 1.518 5.292 -3.952
H 1.542 3.487 -2.249
F -4.725 -7.626 2.561
C -4.090 -6.669 1.866
C -4.170 -6.687 0.486
C -3.513 -5.697 -0.225
C -2.778 -4.707 0.430
C -2.736 -4.719 1.821
C -3.391 -5.699 2.555
Sb -1.871 -3.111 -0.646
C -0.900 -4.221 -2.190
C -0.480 -3.581 -3.358
C 0.209 -4.268 -4.346
C 0.491 -5.606 -4.146
F 1.166 -6.275 -5.094
C 0.103 -6.275 -3.003
C -0.596 -5.572 -2.031
C -3.644 -2.583 -1.709
C -4.749 -2.199 -0.950
C -5.939 -1.825 -1.553
C -6.007 -1.839 -2.933
F -7.155 -1.476 -3.530
C -4.940 -2.222 -3.719
C -3.757 -2.596 -3.096
H -4.746 -7.459 -0.006
H -3.590 -5.689 -1.306
H -2.206 -3.938 2.357
H -3.374 -5.716 3.636
H -0.668 -2.525 -3.504
H 0.531 -3.782 -5.258
H 0.340 -7.324 -2.888
H -0.909 -6.103 -1.139
H -4.695 -2.190 0.132
H -6.802 -1.527 -0.974
H -5.047 -2.236 -4.796
H -2.934 -2.925 -3.717
C -0.471 1.238 5.233
Si -0.842 2.811 4.280
C -0.424 4.270 5.377
C -2.681 2.839 3.954
Sb 0.553 2.821 2.090
Si -0.507 4.729 0.703
C -1.388 5.955 1.807
C 0.933 5.576 -0.166
C -1.700 4.074 -0.574
Si 2.567 4.216 2.933
C 3.288 3.406 4.466
C 3.902 4.397 1.613
C 2.061 5.961 3.386
H -1.134 1.225 6.103
H 0.553 1.166 5.603
H -0.699 0.351 4.638
H -1.044 4.181 6.274
H -0.662 5.225 4.908
H 0.618 4.284 5.698
H -3.169 3.050 4.910
H -3.041 1.876 3.596
H -2.994 3.598 3.238
H -0.738 6.379 2.572
H -2.253 5.509 2.300
H -1.752 6.778 1.184
H 1.389 6.346 0.459
H 0.566 6.062 -1.074
H 1.721 4.878 -0.451
H -2.647 3.774 -0.129
H -1.292 3.220 -1.115
H -1.894 4.875 -1.294
H 3.868 2.509 4.248
H 2.532 3.151 5.211
H 3.971 4.128 4.925
H 3.834 3.692 0.787
H 4.884 4.274 2.076
H 3.861 5.401 1.187
H 1.323 6.020 4.182
H 1.686 6.513 2.524
H 2.965 6.473 3.730
F -3.802 -0.087 1.109
B -2.599 0.462 0.905
F -2.442 1.779 1.210
F -2.052 0.233 -0.409
F -1.550 -0.295 1.731

Forces on the atoms, in the same order (eV/Å):
Y 0.2 -0.4 -0.2
C 0.0 -0.1 0.0
C -0.1 0.0 -0.1
C 0.1 0.0 0.0
C 0.0 0.0 0.0
C 0.0 0.0 0.1
C 0.0 0.0 0.0
C 0.1 0.0 -0.2
C 0.0 0.0 0.0
C 0.0 -0.1 0.0
C 0.0 0.0 0.1
C 0.2 0.1 0.1
C -0.1 0.0 0.0
H 0.0 0.0 0.0
H 0.0 0.0 0.0
H 0.0 0.0 -0.1
H 0.0 0.0 0.0
H 0.0 0.0 0.0
H 0.0 0.0 0.0
H 0.0 0.0 0.0
H 0.0 0.0 0.0
H 0.0 0.0 0.0
H 0.0 0.0 0.0
H 0.0 0.0 0.0
H 0.0 0.0 0.0
H 0.0 0.0 0.0
H 0.0 0.0 0.0
H 0.0 0.0 0.0
H 0.0 0.0 0.0
H 0.0 0.0 0.0
H 0.0 0.0 0.0
O -0.1 0.0 -0.2
N 0.0 -0.2 0.0
N 0.0 0.2 0.0
O 0.0 0.1 0.0
C 0.0 0.0 0.0
C 0.0 0.0 0.0
C 0.0 0.0 0.0
C 0.0 0.0 0.0
C 0.0 0.0 0.0
C 0.0 0.0 0.0
H 0.0 0.0 0.0
H 0.0 0.0 0.0
H 0.0 0.0 0.0
H 0.0 0.0 0.0
H 0.0 0.0 0.0
F 0.0 0.0 0.0
C 0.0 0.0 0.0
C 0.0 0.0 0.0
C 0.0 0.0 -0.1
C 0.0 -0.1 0.0
C 0.0 0.1 0.0
C 0.0 0.0 0.0
Sb -0.1 0.2 0.0
C 0.0 -0.1 0.0
C 0.0 0.0 0.0
C 0.0 0.0 0.0
C 0.0 0.0 0.0
F 0.0 0.0 0.0
C 0.0 0.0 0.0
C 0.0 0.0 0.0
C 0.0 0.0 0.0
C 0.0 0.0 0.0
C 0.0 0.0 0.0
C 0.0 0.0 0.0
F 0.0 0.0 0.0
C 0.0 0.0 0.0
C 0.0 0.0 0.0
H 0.0 0.0 0.0
H 0.0 0.0 0.0
H 0.0 0.0 0.0
H 0.0 0.0 0.0
H 0.0 0.0 0.0
H 0.0 0.0 0.0
H 0.0 0.0 0.0
H 0.0 0.0 0.0
H 0.0 0.0 0.0
H 0.0 0.0 0.0
H 0.0 0.0 0.0
H 0.0 0.0 0.0
C -0.1 0.0 0.0
Si -0.1 0.1 0.0
C 0.0 0.0 0.0
C 0.0 0.0 0.0
Sb -0.2 0.1 0.0
Si 0.0 0.0 0.0
C 0.0 0.0 0.0
C 0.0 0.0 0.0
C 0.0 0.0 0.0
Si 0.0 0.0 0.0
C 0.0 0.0 0.0
C 0.0 0.0 0.0
C 0.0 0.0 0.0
H 0.0 0.0 0.0
H 0.0 0.0 0.0
H 0.0 0.0 0.0
H 0.0 0.0 0.0
H 0.0 0.0 0.0
H 0.0 0.0 0.0
H 0.0 0.0 0.0
H 0.0 0.0 0.0
H 0.0 0.0 0.0
H 0.0 0.0 0.0
H 0.0 0.0 0.0
H 0.0 0.0 0.0
H 0.0 0.0 0.0
H 0.0 0.0 0.0
H 0.0 0.0 0.0
H 0.0 0.0 0.0
H 0.0 0.0 0.0
H 0.0 0.0 0.0
H 0.0 0.0 0.0
H 0.0 0.0 0.0
H 0.0 0.0 0.0
H 0.0 0.0 0.0
H 0.0 0.0 0.0
H 0.0 0.0 0.0
H 0.0 0.0 0.0
H 0.0 0.0 0.1
H 0.0 0.0 0.0
F 0.0 0.0 0.0
B 0.2 -0.1 0.2
F -0.1 0.0 0.1
F 0.1 0.1 0.0
F -0.2 0.2 0.1

Atomic partial charges in e from the Löwdin method, atoms 1 to 99: Y 1.502; C -0.043; C -0.210; C -0.196; C -0.004; C -0.240; C -0.023; C -0.245; C -0.049; C -0.222; C -0.039; C -0.220; C -0.019; H 0.119; H 0.037; H 0.054; H 0.074; H 0.089; H 0.093; H 0.110; H 0.077; H 0.080; H 0.115; H 0.037; H 0.062; H 0.019; H 0.082; H 0.093; H 0.111; H 0.072; H 0.057; O -0.293; N 0.056; N -0.182; O -0.248; C -0.172; C -0.006; C -0.058; C -0.064; C -0.058; C -0.015; H 0.115; H 0.113; H 0.112; H 0.112; H 0.098; F 0.075; C -0.277; C 0.007; C -0.114; C -0.391; C -0.134; C -0.001; Sb 1.583; C -0.384; C -0.161; C 0.003; C -0.278; F 0.074; C 0.005; C -0.124; C -0.369; C -0.125; C 0.006; C -0.279; F 0.069; C -0.003; C -0.105; H 0.125; H 0.110; H 0.078; H 0.122; H 0.084; H 0.125; H 0.124; H 0.097; H 0.097; H 0.125; H 0.121; H 0.082; C -0.220; Si 0.324; C -0.216; C -0.202; Sb 0.927; Si 0.329; C -0.204; C -0.218; C -0.204; Si 0.319; C -0.215; C -0.214; C -0.208; H 0.045; H 0.023; H 0.013; H 0.043; H 0.022; H 0.015